This record from the Open Molecules 2025 dataset describes a cluster of 6 separate species, C27H33F3O3 in total. The level of theory is ωB97M-V/def2-TZVPD.

Last columns: bonded neighbours and bond lengths (Å).
Cartesian coordinates (Å):
1 F -4.461 7.970 4.568  C2 1.337
2 C -3.987 6.802 4.121  F1 1.337, C3 1.354, C7 1.361
3 C -4.784 5.992 3.384  C2 1.354, C4 1.381, H8 1.053
4 C -4.283 4.885 2.730  C3 1.381, C5 1.383, H9 1.076
5 C -2.952 4.526 2.834  C4 1.383, C6 1.444, H10 1.055
6 C -2.114 5.352 3.671  C5 1.444, C7 1.379, H11 1.086
7 C -2.673 6.472 4.250  C2 1.361, C6 1.379, H12 1.150
8 H -5.800 6.246 3.279  C3 1.053
9 H -4.853 4.130 2.216  C4 1.076
10 H -2.549 3.724 2.279  C5 1.055
11 H -1.049 5.225 3.845  C6 1.086
12 H -1.913 6.975 4.951  C7 1.150
13 F -1.345 1.565 2.673  C14 1.412
14 C -1.287 1.243 1.300  F13 1.412, C15 1.390, C19 1.403
15 C -0.067 0.921 0.718  C14 1.390, C16 1.368, H20 1.078
16 C -0.086 0.495 -0.582  C15 1.368, C17 1.407, H21 1.057
17 C -1.260 0.546 -1.356  C16 1.407, C18 1.435, H22 1.068
18 C -2.472 1.041 -0.769  C17 1.435, C19 1.411, H23 1.105
19 C -2.505 1.337 0.610  C14 1.403, C18 1.411, H24 1.098
20 H 0.785 0.816 1.371  C15 1.078
21 H 0.800 0.118 -1.019  C16 1.057
22 H -1.195 0.308 -2.396  C17 1.068
23 H -3.460 1.083 -1.263  C18 1.105
24 H -3.334 1.752 1.198  C19 1.098
25 F 3.815 -1.945 2.224  C26 1.347
26 C 3.552 -2.844 1.255  F25 1.347, C27 1.368, C31 1.383
27 C 3.532 -4.152 1.654  C26 1.368, C28 1.353, H32 1.089
28 C 3.270 -5.071 0.696  C27 1.353, C29 1.369, H33 1.071
29 C 2.924 -4.710 -0.579  C28 1.369, C30 1.349, H34 1.087
30 C 2.827 -3.415 -0.946  C29 1.349, C31 1.418, H35 1.102
31 C 3.099 -2.415 0.021  C26 1.383, C30 1.418, H36 1.111
32 H 3.754 -4.386 2.694  C27 1.089
33 H 3.461 -6.082 0.992  C28 1.071
34 H 2.584 -5.449 -1.300  C29 1.087
35 H 2.490 -3.068 -1.936  C30 1.102
36 H 3.346 -1.347 -0.165  C31 1.111
37 C 5.779 -2.596 -2.457  C38 1.506, H41 1.128, H42 1.102, H43 1.108
38 C 5.235 -2.922 -3.822  C37 1.506, O39 1.216, C40 1.549
39 O 4.833 -2.082 -4.605  C38 1.216
40 C 5.158 -4.427 -4.181  C38 1.549, H44 1.021, H45 1.027, H46 1.059
41 H 5.093 -2.766 -1.578  C37 1.128
42 H 5.946 -1.509 -2.379  C37 1.102
43 H 6.696 -3.145 -2.165  C37 1.108
44 H 5.127 -5.002 -3.339  C40 1.021
45 H 6.056 -4.646 -4.631  C40 1.027
46 H 4.322 -4.501 -4.827  C40 1.059
47 C -6.373 0.416 2.150  C48 1.540, H51 1.096, H52 1.135, H53 1.127
48 C -6.194 -1.011 2.701  C47 1.540, O49 1.221, C50 1.524
49 O -7.014 -1.889 2.487  C48 1.221
50 C -4.932 -1.261 3.519  C48 1.524, H54 1.111, H55 1.062, H56 1.121
51 H -7.456 0.568 2.089  C47 1.096
52 H -5.768 0.570 1.202  C47 1.135
53 H -5.830 1.067 2.892  C47 1.127
54 H -4.525 -2.291 3.432  C50 1.111
55 H -5.146 -1.087 4.545  C50 1.062
56 H -4.080 -0.568 3.293  C50 1.121
57 C 3.251 0.976 -3.653  C58 1.539, H61 1.136, H62 1.100, H63 1.103
58 C 1.990 0.096 -3.700  C57 1.539, O59 1.242, C60 1.537
59 O 1.674 -0.717 -2.816  C58 1.242
60 C 1.059 0.128 -4.922  C58 1.537, H64 1.086, H65 1.069, H66 1.071
61 H 3.845 0.707 -2.723  C57 1.136
62 H 3.153 2.065 -3.779  C57 1.100
63 H 3.849 0.602 -4.501  C57 1.103
64 H 1.493 0.643 -5.774  C60 1.086
65 H 0.296 0.788 -4.567  C60 1.069
66 H 0.655 -0.846 -5.109  C60 1.071

E_LUMO in eV: 0.58
DFT total energy in eV: -42826.7320
Gap between HOMO and LUMO in eV: 9.8360
Relative energy (zero: lowest compared OMol25 entry of this formula, charge and spin) in kJ/mol: 164.2
SMILES: Fc1ccccc1.Fc1ccccc1.Fc1ccccc1.CC(C)=O.CC(C)=O.CC(C)=O
Charge: 0
Strongest force on any atom in hartree/bohr: 0.079

This record from the Open Molecules 2025 dataset describes a cluster of 2 separate species, C6H10O in total. The level of theory is ωB97M-V/def2-TZVPD.

Last columns: bonded neighbours and bond lengths (Å).
Cartesian coordinates (Å):
1 O 2.098 -1.203 0.614  C2 1.301, H8 1.035
2 C 1.058 -0.509 0.257  O1 1.301, C3 1.497, C7 1.443
3 C -0.184 -1.323 0.066  C2 1.497, C4 1.526, H10 1.095, H11 1.100
4 C -1.486 -0.553 0.267  C3 1.526, C5 1.528, H12 1.096, H13 1.094
5 C -1.422 0.800 -0.441  C4 1.528, C6 1.501, H14 1.101, H15 1.095
6 C -0.196 1.548 -0.003  C5 1.501, C7 1.349, H16 1.086
7 C 0.967 0.931 0.288  C2 1.443, C6 1.349, H17 1.082
8 H 2.820 -0.622 0.154  O1 1.035
9 H 2.647 0.219 -1.048  no bonds
10 H -0.105 -2.212 0.701  C3 1.095
11 H -0.110 -1.689 -0.969  C3 1.100
12 H -1.651 -0.387 1.338  C4 1.096
13 H -2.327 -1.148 -0.101  C4 1.094
14 H -1.400 0.652 -1.532  C5 1.101
15 H -2.322 1.387 -0.230  C5 1.095
16 H -0.240 2.632 0.055  C6 1.086
17 H 1.853 1.478 0.583  C7 1.082

E_LUMO (spin up / spin down) in eV: -0.77 / -0.36
DFT total energy in eV: -8427.3226
Gap between HOMO and LUMO (spin up / spin down) in eV: 6.0054 / 7.3440
Relative energy (zero: lowest compared OMol25 entry of this formula, charge and spin) in kJ/mol: 378.0
Charge: 0
Strongest force on any atom in hartree/bohr: 0.018

This record from the Open Molecules 2025 dataset describes a cluster of 4 separate species, C29H36BN6O9 in total. The level of theory is ωB97M-V/def2-TZVPD.

Last columns: bonded neighbours and bond lengths (Å).
Cartesian coordinates (Å):
1 C 2.772 -6.134 1.187  C2 1.522, H19 1.087, H20 1.088, H21 1.089
2 C 3.324 -5.321 0.025  C1 1.522, O3 1.449, H22 1.086, H23 1.088
3 O 2.481 -4.183 -0.277  C2 1.449, B4 1.334
4 B 1.613 -4.261 -1.288  O3 1.334, O5 1.352, N6 1.521
5 O 1.037 -5.418 -1.689  B4 1.352, H24 0.963
6 N 1.296 -2.937 -1.967  B4 1.521, C7 1.392, C10 1.326
7 C 2.115 -2.392 -2.950  N6 1.392, C8 1.344, H25 1.075
8 C 1.562 -1.234 -3.350  C7 1.344, N9 1.378, H26 1.074
9 N 0.419 -1.075 -2.597  C8 1.378, C10 1.329, H27 1.007
10 C 0.280 -2.107 -1.772  N6 1.326, N9 1.329, C11 1.482
11 C -0.840 -2.281 -0.818  C10 1.482, C12 1.551, H28 1.087, H29 1.089
12 C -1.915 -3.269 -1.343  C11 1.551, N13 1.458, H30 1.089, H31 1.093
13 N -1.889 -4.508 -0.576  C12 1.458, C14 1.493, C16 1.430
14 C -2.495 -4.341 0.779  N13 1.493, C15 1.540, H32 1.089, H33 1.089
15 C -1.429 -4.203 1.882  C14 1.540, H34 1.090, H35 1.086, H36 1.085
16 C -2.549 -5.550 -1.301  N13 1.430, C17 1.499, O18 1.206
17 C -2.037 -6.937 -1.055  C16 1.499, H37 1.090, H38 1.089, H39 1.086
18 O -3.452 -5.324 -2.069  C16 1.206
19 H 3.134 -5.751 2.137  C1 1.087
20 H 1.684 -6.123 1.188  C1 1.088
21 H 3.107 -7.166 1.090  C1 1.089
22 H 4.285 -4.895 0.299  C2 1.086
23 H 3.457 -5.950 -0.853  C2 1.088
24 H 0.815 -5.476 -2.623  O5 0.963
25 H 3.014 -2.862 -3.306  C7 1.075
26 H 1.881 -0.533 -4.098  C8 1.074
27 H -0.212 -0.292 -2.647  N9 1.007
28 H -0.446 -2.614 0.139  C11 1.087
29 H -1.280 -1.296 -0.666  C11 1.089
30 H -1.734 -3.504 -2.391  C12 1.089
31 H -2.883 -2.761 -1.311  C12 1.093
32 H -3.162 -3.480 0.750  C14 1.089
33 H -3.091 -5.229 0.979  C14 1.089
34 H -0.440 -4.342 1.445  C15 1.090
35 H -1.448 -3.195 2.287  C15 1.086
36 H -1.567 -4.924 2.680  C15 1.085
37 H -1.205 -7.146 -1.728  C17 1.090
38 H -1.654 -7.037 -0.041  C17 1.089
39 H -2.822 -7.659 -1.257  C17 1.086
40 C 0.226 2.347 4.605  C41 1.389, C45 1.389, H49 1.078
41 C -0.873 1.697 4.059  C40 1.389, C42 1.383, H50 1.081
42 C -0.972 0.320 4.136  C41 1.383, C43 1.384, H51 1.079
43 C 0.039 -0.388 4.762  C42 1.384, C44 1.382, N46 1.470
44 C 1.142 0.237 5.314  C43 1.382, C45 1.387, H52 1.080
45 C 1.230 1.619 5.231  C40 1.389, C44 1.387, H53 1.081
46 N -0.064 -1.852 4.836  C43 1.470, O47 1.219, O48 1.212
47 O -1.031 -2.372 4.308  N46 1.219
48 O 0.820 -2.461 5.397  N46 1.212
49 H 0.298 3.421 4.548  C40 1.078
50 H -1.650 2.269 3.571  C41 1.081
51 H -1.821 -0.196 3.713  C42 1.079
52 H 1.917 -0.340 5.794  C44 1.080
53 H 2.086 2.126 5.653  C45 1.081
54 C 3.833 4.361 -0.986  C55 1.390, C59 1.387, H63 1.082
55 C 3.765 4.611 0.380  C54 1.390, C56 1.384, H64 1.081
56 C 2.572 4.437 1.058  C55 1.384, C57 1.384, H65 1.079
57 C 1.464 4.007 0.349  C56 1.384, C58 1.381, N60 1.469
58 C 1.508 3.756 -1.009  C57 1.381, C59 1.385, H66 1.078
59 C 2.707 3.940 -1.678  C54 1.387, C58 1.385, H67 1.081
60 N 0.195 3.806 1.063  C57 1.469, O61 1.214, O62 1.217
61 O 0.166 4.053 2.252  N60 1.214
62 O -0.757 3.391 0.428  N60 1.217
63 H 4.768 4.501 -1.512  C54 1.082
64 H 4.642 4.945 0.915  C55 1.081
65 H 2.505 4.633 2.118  C56 1.079
66 H 0.626 3.435 -1.538  C58 1.078
67 H 2.757 3.760 -2.743  C59 1.081
68 C -4.040 7.799 -2.783  C69 1.389, C73 1.389, H77 1.082
69 C -3.736 6.598 -3.410  C68 1.389, C70 1.385, H78 1.081
70 C -2.446 6.097 -3.363  C69 1.385, C71 1.383, H79 1.079
71 C -1.481 6.814 -2.680  C70 1.383, C72 1.383, N74 1.470
72 C -1.760 8.014 -2.052  C71 1.383, C73 1.385, H80 1.079
73 C -3.053 8.506 -2.109  C68 1.389, C72 1.385, H81 1.081
74 N -0.113 6.281 -2.609  C71 1.470, O75 1.219, O76 1.212
75 O 0.124 5.229 -3.178  N74 1.219
76 O 0.710 6.911 -1.979  N74 1.212
77 H -5.049 8.186 -2.820  C68 1.082
78 H -4.505 6.051 -3.937  C69 1.081
79 H -2.197 5.165 -3.848  C70 1.079
80 H -0.985 8.554 -1.530  C72 1.079
81 H -3.291 9.443 -1.624  C73 1.081

E_LUMO in eV: -2.52
DFT total energy in eV: -58690.9842
Gap between HOMO and LUMO in eV: 9.1803
Charge: +1
Strongest force on any atom in hartree/bohr: 0.021